Computed, not measured: a single C19H23NO3 molecule, with the ωB97M-V functional and the def2-TZVPD basis.

XYZ file:
```
46
Properties=species:S:1:pos:R:3:mulliken_charge:R:1
O -3.05715 4.00056 -1.40278 -0.594
O -1.91897 -1.16244 -4.11965 -0.630
O -1.62018 1.44829 -2.77882 -0.611
C -2.33086 3.10306 -0.96230 0.043
C 0.08216 -1.88821 -2.93111 -1.068
C 1.02107 -1.60001 -1.92485 -1.025
C -0.91631 -0.91270 -3.23260 0.229
C -0.84973 0.34760 -2.63830 0.116
C 0.96663 -0.36847 -1.25843 0.763
C 0.08996 0.55375 -1.68048 0.803
N 1.46874 0.98515 2.19425 0.440
C 2.65599 1.85954 2.13193 -1.125
C -2.37837 2.81228 0.53554 -0.697
C 1.31980 0.06801 3.31899 -1.000
C 3.65540 -0.94205 3.95486 -0.682
C 2.60670 -1.86098 4.51590 -0.654
C 2.30352 -1.10562 3.25070 0.279
C 1.77981 0.05983 -0.09100 -0.815
C -1.52438 1.63711 1.00605 -1.109
C -0.07069 1.91077 -1.06998 -0.085
C -1.25827 2.49393 -1.84854 0.299
C 0.77834 0.58874 0.95941 -1.025
C -0.13161 1.81093 0.46698 -0.002
H -2.46547 -0.35144 -4.18447 0.326
H 0.04370 -2.90035 -3.36172 0.351
H 1.75888 -2.36924 -1.66196 0.392
H 2.44849 2.69296 1.46765 0.313
H 2.89544 2.24418 3.10781 0.402
H 3.51172 1.26882 1.81358 0.362
H -2.00663 3.71312 0.99412 0.311
H -3.43884 2.67865 0.82326 0.396
H 1.48231 0.64593 4.26998 0.490
H 0.29733 -0.32871 3.41884 0.247
H 4.54288 -1.42307 3.56641 0.287
H 3.83806 0.04393 4.39479 0.189
H 2.13286 -1.45482 5.40366 0.259
H 2.77024 -2.95672 4.46260 0.262
H 2.25877 -1.73006 2.34097 0.346
H 2.47822 0.84584 -0.38558 0.338
H 2.29138 -0.79608 0.35025 0.367
H -1.46392 1.59946 2.08618 0.435
H -1.95389 0.68741 0.69769 0.399
H 0.80710 2.53098 -1.32354 0.479
H -0.89818 3.36106 -2.41661 0.249
H 0.11514 -0.24521 1.16589 0.535
H 0.22493 2.74645 0.91657 0.414
```

Output
- E_HOMO: -0.2901 Ha
- Frontier orbital gap: 8.3 eV
- 2S+1: 1
- Electronic energy: -27706.824 eV
- Total charge: 0
- LUMO: 0.43 eV
- SMILES: CN(CC1CC1)[C@@H]1Cc2ccc(O)c3c2[C@@H]2[C@H]1CCC(=O)[C@@H]2O3